(1)
{"formula": "C30H54F15NO8S4Sb2Tl", "method": "the ωB97M-V functional and the def2-TZVPD basis", "species": ["Tl", "O", "S", "O", "O", "S", "F", "C", "F", "F", "C", "O", "C", "F", "F", "F", "C", "F", "F", "F", "F", "C", "F", "F", "S", "O", "O", "N", "S", "O", "O", "C", "F", "F", "F", "C", "C", "C", "C", "Sb", "C", "C", "C", "C", "C", "C", "C", "C", "H", "H", "H", "H", "H", "H", "H", "H", "H", "H", "H", "H", "H", "H", "H", "H", "H", "H", "H", "H", "H", "H", "H", "H", "H", "H", "H", "C", "C", "C", "C", "Sb", "C", "C", "C", "C", "C", "C", "C", "C", "H", "H", "H", "H", "H", "H", "H", "H", "H", "H", "H", "H", "H", "H", "H", "H", "H", "H", "H", "H", "H", "H", "H", "H", "H", "H", "H"], "coordinates": [[-0.694, -1.417, -1.016], [-1.744, 0.843, 0.201], [-0.940, 0.741, 1.442], [-1.658, 1.264, 2.596], [-0.350, -0.582, 1.585], [0.592, 2.156, 1.133], [1.618, -6.206, -0.111], [0.395, -5.972, 0.416], [-0.292, -7.131, 0.350], [0.576, -5.687, 1.709], [-0.293, -4.776, -0.330], [0.304, -3.629, -0.029], [-0.200, -5.067, -1.881], [1.005, -4.711, -2.352], [-1.111, -4.309, -2.543], [-0.403, -6.343, -2.253], [-1.824, -4.808, 0.062], [-2.395, -3.614, -0.187], [-1.997, -5.047, 1.366], [-2.544, -5.725, -0.615], [-5.055, -1.794, -4.030], [-5.501, -2.404, -2.925], [-4.953, -3.605, -2.840], [-6.826, -2.522, -3.003], [-5.046, -1.356, -1.505], [-3.603, -1.253, -1.590], [-5.771, -0.116, -1.721], [-5.566, -2.301, -0.363], [-6.121, -1.833, 1.052], [-5.956, -2.886, 1.998], [-5.758, -0.486, 1.417], [-7.927, -1.774, 0.782], [-8.356, -2.915, 0.245], [-8.260, -0.767, -0.025], [-8.527, -1.597, 1.962], [4.193, -3.166, -3.006], [4.676, -3.289, -1.558], [4.426, -4.723, -1.081], [6.177, -3.008, -1.483], [3.245, -2.036, -0.413], [3.919, 0.065, -0.914], [2.815, 0.547, -1.855], [5.265, 0.224, -1.606], [3.936, 0.935, 0.337], [3.798, -2.361, 1.696], [5.298, -2.366, 1.974], [3.092, -1.320, 2.570], [3.178, -3.729, 2.012], [4.788, -3.831, -3.653], [4.297, -2.148, -3.395], [3.142, -3.457, -3.104], [4.925, -5.428, -1.765], [3.359, -4.974, -1.063], [4.834, -4.893, -0.081], [6.711, -3.830, -1.989], [6.549, -2.962, -0.458], [6.459, -2.089, -1.988], [2.731, -0.087, -2.745], [3.024, 1.578, -2.190], [1.842, 0.558, -1.356], [5.319, -0.313, -2.554], [6.088, -0.105, -0.968], [5.430, 1.294, -1.827], [3.006, 0.869, 0.903], [4.064, 1.995, 0.051], [4.765, 0.670, 0.999], [5.790, -1.451, 1.624], [5.789, -3.222, 1.505], [5.473, -2.443, 3.060], [3.603, -0.359, 2.570], [3.082, -1.685, 3.608], [2.049, -1.163, 2.272], [3.609, -4.537, 1.416], [2.098, -3.727, 1.829], [3.345, -3.969, 3.073], [-0.009, 4.380, -1.624], [0.007, 5.137, -0.293], [1.457, 5.351, 0.159], [-0.709, 6.478, -0.472], [-1.185, 3.842, 1.058], [-4.306, 2.487, -1.370], [-3.184, 1.857, -2.024], [-5.196, 3.341, -2.161], [-4.540, 2.320, 0.030], [-0.906, 4.761, 3.050], [-0.850, 6.286, 2.944], [-2.155, 4.355, 3.836], [0.344, 4.235, 3.744], [0.601, 4.913, -2.365], [-1.025, 4.304, -2.028], [0.395, 3.368, -1.523], [2.042, 5.802, -0.657], [1.950, 4.418, 0.430], [1.519, 6.025, 1.018], [-0.251, 7.047, -1.296], [-0.656, 7.098, 0.424], [-1.771, 6.341, -0.721], [-2.269, 2.111, -1.469], [-3.110, 2.079, -3.086], [-3.240, 0.768, -1.847], [-4.632, 4.259, -2.374], [-6.113, 3.601, -1.636], [-5.414, 2.871, -3.123], [-3.616, 2.130, 0.576], [-5.085, 1.351, 0.145], [-5.154, 3.105, 0.467], [-1.694, 6.695, 2.376], [0.077, 6.633, 2.483], [-0.899, 6.716, 3.954], [-3.063, 4.776, 3.390], [-2.082, 4.735, 4.864], [-2.270, 3.270, 3.879], [1.250, 4.438, 3.170], [0.288, 3.158, 3.906], [0.442, 4.724, 4.726]], "mulliken_charge": [1.382, -0.250, 0.581, -0.630, -0.467, -0.158, -0.252, 0.326, -0.293, -0.246, 1.188, -0.524, 0.167, -0.190, -0.156, -0.301, 0.343, -0.066, -0.283, -0.315, -0.226, 0.392, -0.188, -0.216, 1.148, -0.777, -0.719, -0.455, 0.912, -0.606, -0.623, 0.640, -0.235, -0.219, -0.222, -1.612, 1.849, -1.983, -1.664, 0.634, 2.043, -1.476, -1.927, -1.403, 2.090, -1.739, -2.116, -1.827, 0.463, 0.247, 0.139, 0.540, 0.287, 0.257, 0.496, 0.169, 0.309, 0.299, 0.403, -0.008, 0.334, 0.335, 0.506, -0.130, 0.497, 0.237, 0.226, 0.303, 0.483, 0.357, 0.499, 0.317, 0.228, 0.217, 0.518, -1.665, 1.363, -1.322, -1.655, 0.448, 1.309, 0.836, -1.614, -0.109, 1.638, -1.837, -1.757, -1.774, 0.542, 0.300, 0.185, 0.495, 0.096, 0.204, 0.445, 0.301, 0.283, -0.425, 0.587, -0.724, 0.370, 0.432, 0.398, -0.303, 0.034, 0.564, 0.356, 0.295, 0.515, 0.393, 0.450, 0.336, 0.297, 0.381, 0.475], "total_charge": -1, "homo_ev": -5.3}


(2)
{"formula": "BrNa", "method": "the ωB97M-V functional and the def2-TZVPD basis", "species": ["Na", "Br"], "coordinates": [[0.343, 1.366, 0.499], [-0.343, -1.366, -0.499]], "mulliken_charge": [0.690, -0.690], "total_charge": 0, "homo_ev": -8.0}


(3)
{"formula": "C25H35Br2EuN5OS3Sb", "method": "the ωB97M-V functional and the def2-TZVPD basis", "species": ["Eu", "C", "N", "C", "C", "C", "N", "C", "C", "H", "H", "H", "H", "H", "H", "H", "H", "H", "H", "H", "H", "H", "H", "H", "H", "Br", "C", "C", "C", "C", "C", "C", "N", "C", "C", "C", "C", "C", "C", "N", "H", "H", "H", "H", "H", "H", "H", "H", "H", "S", "Sb", "S", "S", "C", "C", "O", "H", "H", "H", "H", "H", "H", "Br", "C", "C", "C", "N", "C", "C", "H", "H", "H", "H"], "coordinates": [[0.028, -0.671, -0.286], [3.631, -1.655, 0.493], [2.735, -0.774, 1.254], [3.468, 0.475, 1.513], [2.438, -1.388, 2.562], [1.264, -2.336, 2.553], [-0.034, -1.672, 2.292], [-1.072, -2.708, 2.365], [-0.291, -0.688, 3.352], [4.604, -1.743, 0.996], [3.793, -1.240, -0.504], [3.191, -2.642, 0.374], [4.295, 0.301, 2.214], [2.802, 1.227, 1.939], [3.892, 0.862, 0.586], [2.264, -0.590, 3.283], [3.323, -1.929, 2.927], [1.214, -2.834, 3.533], [1.405, -3.116, 1.804], [-1.114, -3.155, 3.368], [-0.846, -3.493, 1.645], [-2.048, -2.284, 2.132], [-0.077, -1.114, 4.342], [-1.335, -0.391, 3.334], [0.318, 0.206, 3.219], [6.274, 3.155, -2.820], [4.641, 2.712, -2.012], [4.040, 1.496, -2.287], [2.834, 1.188, -1.675], [2.216, 2.071, -0.805], [2.845, 3.282, -0.524], [4.049, 3.603, -1.127], [0.986, 1.624, -0.205], [0.309, 2.436, 0.473], [-0.985, 2.114, 1.096], [-1.615, 3.112, 1.826], [-2.841, 2.856, 2.412], [-3.397, 1.601, 2.249], [-2.695, 0.664, 1.509], [-1.516, 0.902, 0.934], [4.505, 0.795, -2.965], [2.380, 0.225, -1.874], [2.435, 3.989, 0.183], [4.532, 4.544, -0.902], [0.646, 3.461, 0.615], [-1.136, 4.078, 1.923], [-3.350, 3.620, 2.985], [-4.351, 1.340, 2.684], [-3.093, -0.333, 1.373], [-0.962, -2.234, -3.664], [1.041, -3.680, -2.999], [0.794, -1.178, -3.438], [0.859, -3.430, -0.700], [-1.713, 2.517, -3.889], [-2.043, 1.279, -3.090], [-1.008, 0.999, -2.123], [-2.515, 2.736, -4.595], [-0.798, 2.373, -4.470], [-1.585, 3.383, -3.238], [-2.165, 0.408, -3.737], [-2.964, 1.421, -2.528], [-0.184, 1.368, -2.478], [-6.429, -3.586, -2.187], [-4.807, -2.883, -1.575], [-4.618, -1.512, -1.528], [-3.400, -1.052, -1.065], [-2.395, -1.837, -0.676], [-2.604, -3.157, -0.730], [-3.790, -3.724, -1.164], [-5.388, -0.822, -1.839], [-3.220, 0.012, -1.006], [-1.766, -3.782, -0.450], [-3.903, -4.798, -1.189]], "mulliken_charge": [0.910, -1.167, 1.013, -1.404, -1.301, -1.127, 0.826, -1.168, -1.312, 0.404, 0.134, 0.388, 0.485, 0.237, 0.375, 0.575, 0.419, 0.467, 0.424, 0.471, 0.263, 0.230, 0.356, 0.471, 0.168, -0.150, -0.108, -0.681, 0.445, -0.223, -0.795, -0.867, 1.187, 0.005, 0.321, -1.081, -0.789, -1.062, -0.723, 1.117, 0.521, 0.123, 0.403, 0.454, 0.146, 0.543, 0.460, 0.500, 0.598, -0.252, 0.467, -0.213, -0.629, -1.527, -0.094, 0.138, 0.416, 0.394, 0.327, 0.205, 0.315, 0.012, -0.121, -0.075, -1.191, -0.250, 0.861, -0.210, -0.874, 0.506, 0.565, 0.264, 0.487], "total_charge": 1, "homo_ev": [-9.4, -9.9], "s_squared": 15.7596, "spin_multiplicity": 8}


(4)
{"formula": "CH2INO", "method": "the ωB97M-V functional and the def2-TZVPD basis", "species": ["C", "N", "O", "I", "H", "H"], "coordinates": [[1.459, 0.081, 0.165], [0.968, -0.971, 0.097], [-1.019, 1.295, 0.074], [-2.102, -0.197, 0.052], [1.892, 0.975, 0.595], [-1.198, -1.182, -0.983]], "mulliken_charge": [0.226, -0.493, -0.671, 0.506, 0.274, 0.158], "total_charge": 0, "homo_ev": -9.0}


In the order shown, the computed total energy values come out to -5575.98352 -2736.35218 -8615.74824 -466.83252 Ha.
In the order shown, the computed ΔE to the lowest compared entry with this formula, charge and spin values come out to 34.0 8.0 4.5 113.6 kcal/mol.